(1)
A 10-piece molecular cluster, C35H75Br19F4N7O5P4Si overall at a distorted geometry. Source: the OMol25 dataset; level of theory: the ωB97M-V functional and the def2-TZVPD basis.

Each line ends with the Mulliken charge.
Positions of all 150 atoms, in Å:
C: 6.248 -2.089 1.129  -0.650
C: 4.972 -2.027 0.046  1.062
C: 3.723 -1.261 0.669  -0.830
N: 2.323 -1.362 0.485  0.748
C: 1.306 -1.023 1.484  -1.516
N: 1.390 -0.174 2.589  0.412
F: 0.308 0.137 3.393  0.064
P: 2.833 0.705 3.031  0.006
N: 2.397 2.126 4.080  -0.443
O: 3.895 -0.241 4.096  -0.553
N: -0.100 -1.444 1.210  1.282
P: -1.044 -2.430 2.135  0.256
N: -0.170 -3.621 2.875  -0.777
C: -0.535 -0.639 0.044  -0.495
N: -0.390 0.809 0.382  -0.227
P: -2.470 -0.665 -0.066  0.021
N: -3.141 0.272 1.332  -0.390
O: -3.052 0.141 -1.492  -0.361
C: 0.280 -1.241 -1.252  1.115
C: 0.506 0.162 -2.160  -0.931
C: 0.724 0.070 -3.754  -0.178
C: -0.566 0.623 -4.673  -0.070
F: -1.185 -0.421 -5.569  -0.287
C: -1.086 2.015 -4.636  0.185
F: -0.124 3.139 -4.546  -0.189
F: -2.559 2.333 -4.742  -0.263
P: -0.754 -2.111 -2.599  0.409
O: 0.225 -3.307 -3.508  -0.592
Br: -2.440 -3.520 -1.856  -0.286
C: 1.755 -1.941 -0.840  -0.462
O: 2.639 -1.295 -1.770  -0.280
C: 3.294 -1.915 -2.836  -0.031
C: 4.015 -0.714 -3.763  0.140
C: 4.231 0.685 -2.938  -0.627
O: 5.357 -1.145 -4.270  -0.600
Si: 1.830 -3.801 -0.499  0.132
C: 0.260 -4.867 -0.435  -0.696
C: 2.641 -4.286 1.244  0.285
C: 2.945 -4.901 -1.693  -0.684
H: 6.069 -1.405 2.072  0.001
H: 6.216 -3.207 1.547  0.048
H: 7.280 -1.860 0.610  0.331
H: 4.868 -3.108 -0.354  -0.804
H: 5.402 -1.379 -0.861  -0.100
H: 3.904 -1.537 1.828  0.463
H: 4.032 -0.104 0.588  0.409
H: 1.803 1.782 4.878  0.232
H: 3.323 2.371 4.540  0.339
H: 4.802 -0.243 3.639  0.340
H: -1.683 -1.716 3.250  0.016
H: -2.047 -3.160 1.346  0.216
H: -0.526 -4.552 2.568  0.290
H: -1.086 1.410 -0.124  0.320
H: 0.523 1.256 0.324  0.111
H: -2.417 0.314 2.083  0.171
H: -3.448 1.216 1.012  0.292
H: -3.963 0.535 -1.321  0.301
H: 1.267 0.899 -1.678  0.146
H: -0.584 0.666 -2.136  0.300
H: 1.557 0.899 -3.994  0.315
H: 1.159 -0.896 -4.225  0.449
H: -0.370 -4.067 -3.777  0.370
H: 4.228 -2.607 -2.560  0.289
H: 2.689 -2.543 -3.627  0.152
H: 3.326 -0.466 -4.687  0.343
H: 3.233 1.201 -2.579  0.058
H: 4.844 1.485 -3.534  0.296
H: 4.852 0.429 -1.967  0.190
H: 6.009 -1.001 -3.519  0.403
H: 0.562 -5.929 0.024  0.330
H: -0.031 -5.132 -1.562  0.235
H: -0.632 -4.496 0.211  -0.056
H: 2.347 -3.532 2.087  0.098
H: 3.814 -4.343 1.094  -0.874
H: 2.310 -5.357 1.594  0.549
H: 2.680 -4.638 -2.826  0.141
H: 4.086 -4.814 -1.455  0.135
H: 2.679 -6.060 -1.591  0.325
Br: -1.878 -0.100 5.812  -0.132
C: -1.695 1.754 5.236  0.155
C: -2.981 2.520 5.442  0.129
Br: -4.294 2.080 4.068  -0.156
H: -1.364 1.734 4.194  0.183
H: -0.897 2.167 5.859  -0.227
H: -2.810 3.595 5.337  0.034
H: -3.453 2.325 6.409  -0.017
Br: 5.191 -7.187 -0.603  -0.073
C: 6.569 -7.250 0.776  -0.574
C: 6.781 -5.891 1.399  -0.402
Br: 7.818 -4.729 0.224  -0.089
H: 7.469 -7.660 0.310  0.382
H: 6.194 -7.960 1.518  0.357
H: 7.377 -5.975 2.313  0.439
H: 5.849 -5.366 1.626  0.060
Br: 0.616 6.102 -3.804  -0.137
C: -0.675 6.525 -2.405  -0.603
C: -0.149 6.140 -1.041  -0.649
Br: -0.266 4.214 -0.757  -0.047
H: -1.608 6.021 -2.668  0.376
H: -0.820 7.607 -2.470  0.363
H: -0.765 6.581 -0.252  0.338
H: 0.895 6.424 -0.882  0.379
Br: 1.317 3.528 6.850  -0.150
C: 1.500 5.382 6.274  -0.566
C: 0.214 6.149 6.481  -0.617
Br: -1.099 5.708 5.107  -0.148
H: 1.831 5.362 5.233  0.398
H: 2.298 5.795 6.897  0.384
H: 0.385 7.224 6.375  0.366
H: -0.258 5.953 7.447  0.382
Br: -3.927 3.070 8.899  -0.136
C: -5.874 3.076 9.018  -0.593
C: -6.407 1.698 9.332  -0.548
Br: -6.370 0.550 7.755  -0.122
H: -6.250 3.483 8.075  0.367
H: -6.106 3.773 9.828  0.345
H: -7.460 1.749 9.621  0.336
H: -5.844 1.183 10.115  0.362
Br: -4.853 -2.402 -6.661  -0.146
C: -3.927 -0.863 -7.421  -0.423
C: -4.710 -0.263 -8.565  -0.195
Br: -4.537 -1.340 -10.182  -0.128
H: -2.928 -1.202 -7.710  0.400
H: -3.839 -0.149 -6.597  0.179
H: -4.310 0.719 -8.833  0.083
H: -5.780 -0.170 -8.357  0.235
Br: -5.624 5.802 -7.389  -0.128
C: -4.550 4.210 -7.727  -0.451
C: -4.049 4.181 -9.152  -0.667
Br: -5.464 3.655 -10.388  -0.116
H: -5.168 3.347 -7.466  0.317
H: -3.713 4.278 -7.026  0.261
H: -3.271 3.421 -9.271  0.337
H: -3.665 5.144 -9.497  0.441
Br: -8.828 -0.668 -8.941  -0.144
C: -8.875 -2.225 -7.768  -0.512
C: -8.301 -3.443 -8.453  -0.437
Br: -9.567 -4.197 -9.731  -0.150
H: -9.912 -2.355 -7.449  0.412
H: -8.266 -1.947 -6.903  0.257
H: -8.118 -4.243 -7.729  0.344
H: -7.377 -3.239 -9.001  0.237
Br: 5.219 2.634 8.993  -0.146
C: 3.771 1.818 10.015  -0.559
C: 2.751 2.850 10.437  -0.403
Br: 3.399 3.909 11.941  -0.120
H: 4.231 1.292 10.856  0.424
H: 3.322 1.088 9.337  0.309
H: 1.842 2.365 10.803  0.351
H: 2.488 3.552 9.642  0.123

Properties
- Orbital gap: 6.63 eV
- E_HOMO: -10.6 eV
- Total charge: +1
- Total energy: -53097.9526 a.u.
- Maximum force: 6.950 eV/A

=====

(2)
C19H28F4K4N2O23S4 as an isolated structure at a distorted geometry. Source: the OMol25 dataset; level of theory: the ωB97M-V functional and the def2-TZVPD basis.

Each line ends with the Mulliken charge.
Positions of all 84 atoms, in Å:
K: 1.276 1.243 -2.591  0.901
K: 2.226 0.897 0.826  0.883
K: 0.420 -3.538 2.586  1.007
K: 0.275 -4.868 -4.137  0.994
N: 0.306 -1.287 4.129  -0.470
S: 1.781 -0.570 4.284  0.818
O: 1.864 0.527 5.157  -0.550
O: 2.526 -0.579 3.053  -0.314
F: 2.423 -1.767 5.074  -0.264
S: -0.552 -0.070 3.566  0.898
O: -0.037 0.565 2.382  -0.471
O: -1.224 0.726 4.510  -0.545
F: -1.727 -0.975 2.968  -0.123
N: 0.910 -0.860 -0.844  0.113
S: 1.528 -2.417 -0.958  0.413
O: 1.061 -3.243 -2.023  -0.428
O: 1.767 -3.007 0.309  -0.516
F: 2.958 -1.960 -1.435  -0.156
S: -0.599 -1.308 -0.589  0.752
O: -0.888 -2.026 0.596  -0.458
O: -1.406 -1.494 -1.742  -0.603
F: -1.024 0.173 -0.160  -0.058
C: 5.782 -0.410 -3.206  0.127
C: 5.909 0.904 -2.472  -0.130
O: 4.863 1.673 -3.103  -0.358
C: 4.764 1.232 -4.390  0.601
O: 4.148 1.782 -5.238  -0.489
O: 5.427 0.066 -4.534  -0.342
H: 4.913 -0.982 -2.869  -0.088
H: 6.695 -0.987 -3.282  0.347
H: 6.867 1.363 -2.718  0.329
H: 5.762 0.900 -1.396  0.066
C: -4.168 1.108 -5.199  -1.479
C: -4.160 1.665 -3.801  0.558
C: -3.048 1.142 -2.869  -0.150
O: -2.507 2.331 -2.280  -0.184
C: -2.919 3.424 -2.986  0.518
O: -2.491 4.512 -2.818  -0.512
O: -3.827 3.072 -3.910  -0.359
H: -4.499 0.067 -5.193  0.376
H: -3.197 1.204 -5.682  0.373
H: -4.904 1.663 -5.779  0.375
H: -5.140 1.558 -3.337  0.305
H: -2.303 0.628 -3.489  0.091
H: -3.394 0.487 -2.076  0.085
C: 5.859 -2.816 0.657  -1.304
C: 5.543 -1.896 1.824  0.647
C: 6.747 -1.432 2.669  -0.515
O: 6.770 0.003 2.511  -0.368
C: 5.738 0.404 1.775  0.554
O: 5.480 1.522 1.453  -0.575
O: 5.024 -0.649 1.324  0.044
H: 6.007 -3.835 1.019  0.412
H: 6.814 -2.541 0.206  0.415
H: 5.040 -2.796 -0.057  0.096
H: 4.796 -2.350 2.475  0.110
H: 7.723 -1.830 2.400  0.336
H: 6.587 -1.628 3.729  0.310
C: -4.530 -1.579 1.587  -1.375
C: -4.565 -2.804 0.710  1.109
C: -5.525 -3.943 1.097  -0.389
O: -6.436 -3.996 0.001  -0.344
C: -6.035 -3.176 -0.996  0.490
O: -6.497 -3.148 -2.081  -0.505
O: -4.979 -2.407 -0.593  -0.216
H: -4.161 -1.822 2.595  0.457
H: -5.516 -1.142 1.755  0.431
H: -3.807 -0.809 1.319  0.002
H: -3.536 -3.186 0.741  -0.258
H: -6.023 -3.683 2.032  0.315
H: -5.028 -4.904 1.197  0.285
C: -2.329 2.784 1.143  -0.990
C: -2.417 3.672 2.345  0.626
C: -1.881 5.093 2.109  -0.428
O: -2.961 5.950 2.425  -0.353
C: -4.031 5.232 2.836  0.617
O: -5.043 5.699 3.231  -0.508
O: -3.793 3.907 2.692  -0.421
H: -2.719 1.787 1.351  -0.018
H: -1.291 2.695 0.805  0.166
H: -2.892 3.186 0.300  0.406
H: -1.983 3.268 3.261  0.296
H: -1.575 5.293 1.079  0.282
H: -1.012 5.309 2.735  0.280

Properties
- Orbital gap: 7.22 eV
- E_HOMO: -13.5 eV
- Total charge: +2
- Total energy: -6972.5141 a.u.
- Maximum force: 6.673 eV/A

=====

(3)
C6H12FO6RbTl as an isolated structure at a distorted geometry. Source: the OMol25 dataset; level of theory: the ωB97M-V functional and the def2-TZVPD basis.

Each line ends with the Mulliken charge.
Positions of all 27 atoms, in Å:
Rb: -6.641 1.240 5.914  1.000
Tl: -1.650 6.041 -0.071  1.001
F: -3.273 2.511 2.604  -0.273
C: 0.996 -1.312 2.545  -0.557
O: 2.266 -0.753 2.801  -0.218
C: 2.682 0.485 2.313  0.766
O: 1.979 1.247 1.642  -0.374
O: 4.014 0.760 2.683  -0.213
C: 4.747 -0.155 3.473  -0.571
H: 0.129 -1.028 3.141  0.304
H: 1.000 -2.397 2.658  0.296
H: 0.725 -1.023 1.530  0.279
H: 5.761 0.178 3.698  0.303
H: 4.968 -1.101 2.978  0.314
H: 4.413 -0.177 4.510  0.313
C: -3.959 -0.759 -2.536  -0.611
O: -2.861 -1.125 -3.385  -0.209
C: -1.935 -0.252 -3.637  0.893
O: -1.804 0.864 -3.091  -0.401
O: -1.006 -0.840 -4.343  -0.219
C: 0.276 -0.220 -4.579  -0.596
H: -4.374 0.212 -2.807  0.320
H: -3.593 -0.624 -1.518  0.310
H: -4.734 -1.526 -2.550  0.258
H: 0.869 -0.837 -5.254  0.260
H: 0.901 -0.166 -3.687  0.298
H: 0.105 0.755 -5.034  0.326

Properties
- Relative energy (zero: lowest compared OMol25 entry of this formula, charge and spin): 95.8 kJ/mol
- Orbital gap: 2.02 eV
- E_HOMO: -17.9 eV
- Total charge: +3
- Total energy: -982.3768 a.u.
- Maximum force: 3.181 eV/A